{
  "formula": "C43H112CdN7O17",
  "method": "ωB97M-V/def2-TZVPD",
  "e_lumo_ev": -3.32,
  "e_tot_ev": -96194.4554,
  "charge": 1,
  "orbital_gap_ha": 0.238,
  "spin_multiplicity": 1,
  "e_above_lowest_ev": 0.000,
  "elements": ["C", "H", "H", "H", "H", "N", "C", "H", "C", "H", "H", "H", "C", "C", "H", "H", "C", "H", "C", "H", "H", "H", "O", "H", "H", "H", "C", "H", "C", "H", "H", "H", "H", "C", "H", "H", "H", "C", "N", "O", "N", "H", "C", "C", "H", "C", "C", "O", "H", "H", "H", "O", "H", "Cd", "O", "O", "C", "H", "H", "H", "H", "H", "C", "H", "H", "C", "H", "C", "C", "H", "C", "H", "O", "N", "O", "H", "H", "C", "O", "C", "N", "H", "C", "O", "H", "C", "H", "H", "H", "O", "H", "N", "H", "C", "H", "H", "C", "C", "H", "C", "C", "H", "H", "H", "H", "H", "H", "C", "H", "C", "H", "H", "H", "C", "C", "C", "H", "H", "O", "H", "H", "H", "H", "H", "H", "C", "H", "H", "O", "C", "C", "H", "H", "H", "H", "H", "O", "H", "H", "O", "H", "H", "H", "H", "H", "H", "N", "O", "H", "H", "H", "H", "H", "H", "H", "H", "C", "C", "H", "C", "H", "H", "H", "H", "H", "H", "H", "H", "H", "H", "O", "H", "H", "C", "H", "H", "C", "H", "H", "H"],
  "coordinates": [[2.468, -3.227, -2.596], [5.828, -6.382, 1.996], [-0.066, 3.079, -0.398], [-1.576, 6.787, 0.467], [-2.144, -7.855, -6.640], [-4.792, 1.788, -4.723], [-0.400, 1.377, 2.826], [3.054, -4.754, -1.275], [-3.061, 8.843, 0.189], [1.430, -3.217, -2.238], [5.956, 2.202, -3.065], [-4.403, -1.849, -1.788], [-3.905, -1.829, -2.766], [-1.471, -2.889, 7.425], [4.740, -5.055, 0.357], [-1.297, 1.153, 3.413], [3.685, 0.913, -1.119], [4.294, -1.038, -0.683], [3.426, -3.772, -1.571], [2.180, 1.395, 2.242], [-1.325, 4.794, -1.033], [1.662, 3.001, 2.674], [0.473, 1.610, -4.937], [-3.258, -1.179, 10.546], [2.353, -2.596, 4.595], [-1.311, -1.411, 6.069], [3.064, -3.300, 4.135], [-0.568, 2.351, 2.349], [6.788, -6.278, 1.473], [5.847, -2.965, -0.541], [2.475, -3.918, 3.444], [-4.577, -9.167, -6.308], [-2.720, -3.517, -4.810], [-2.488, -5.746, -6.417], [-1.862, -4.540, -0.405], [0.570, -1.379, 1.829], [2.266, -1.884, -4.837], [0.003, -2.304, 1.638], [4.417, 0.120, 1.082], [-1.888, -4.282, -2.416], [-1.983, -5.532, -5.067], [-0.031, 5.668, -1.879], [-0.949, -3.134, 5.078], [5.668, -5.101, -0.229], [-4.592, -0.591, 9.525], [-1.539, 3.979, -3.837], [-5.566, -0.429, -3.843], [-2.023, 9.174, 1.079], [-3.940, 1.927, -6.658], [-2.135, -3.746, 7.563], [-0.999, 4.575, -4.571], [-3.664, 1.804, -1.965], [-0.110, 5.222, 8.638], [-2.822, 0.968, -4.006], [-0.155, -3.022, 2.822], [6.795, -5.161, 0.600], [-1.796, -4.125, -4.800], [0.563, 0.018, -1.842], [-1.427, -2.212, 9.456], [-1.638, -5.615, -7.094], [3.007, 4.998, 6.791], [-0.140, -4.449, -3.486], [-1.103, -2.477, 3.725], [-0.943, -1.979, 1.178], [-2.947, 8.227, 2.682], [4.776, -0.971, 1.962], [1.271, 6.284, 8.319], [2.919, 2.131, 4.147], [-0.525, 0.066, -1.699], [1.155, 4.349, 4.490], [5.819, -3.902, -1.125], [-0.897, -0.961, -1.551], [-4.186, -0.662, -3.529], [4.766, -3.840, -2.135], [0.700, 1.394, 3.672], [-2.704, -5.889, -4.446], [5.637, -1.583, 1.646], [-2.988, -7.159, -6.562], [-3.783, -7.468, -5.425], [-1.216, -4.131, -1.180], [2.568, 2.964, 5.283], [-3.634, -7.288, -7.439], [0.919, 5.245, 8.278], [-2.374, 3.039, -4.501], [0.584, -2.908, 0.944], [-1.797, -1.860, 8.483], [-4.455, 1.941, -1.434], [2.861, 4.812, 4.306], [-2.955, 1.612, -1.336], [0.357, 5.013, 0.068], [2.988, 0.586, -1.897], [-1.673, -2.360, 6.076], [-0.830, 3.448, -3.208], [-1.080, -3.877, -3.495], [1.409, 3.707, -1.225], [4.890, -3.039, -2.739], [-1.023, 6.881, -0.464], [-0.514, 5.528, -0.893], [0.231, 1.370, -4.023], [3.641, -1.872, 2.388], [-5.662, 0.606, -4.967], [-1.018, -1.384, 3.791], [-2.963, 0.195, 9.481], [4.781, 1.011, -3.687], [1.474, 3.286, 0.429], [-0.681, 0.582, -0.735], [-1.734, 9.493, -1.348], [2.146, 4.317, 4.970], [3.148, 1.152, 4.585], [1.837, 1.999, 3.099], [-6.699, 0.940, -5.086], [3.304, -2.517, 1.560], [3.860, 2.438, 3.684], [0.808, 3.744, -0.303], [4.979, 1.752, -2.906], [3.748, -0.247, -0.143], [-5.437, 0.172, -5.943], [-0.231, 1.226, -5.464], [0.951, 4.726, 6.977], [1.022, -1.234, -3.738], [-0.419, 0.597, 2.049], [5.136, -0.518, 2.894], [-0.270, -4.678, -1.166], [-2.115, 4.618, -3.159], [5.609, -5.986, -0.885], [-3.519, -0.747, 9.568], [4.218, 2.539, -2.927], [-3.697, 4.494, -5.035], [-1.128, 0.709, -2.780], [-2.468, 9.180, 2.419], [-4.117, -8.827, -5.369], [7.577, -6.100, 2.194], [-1.283, -0.919, 8.217], [3.451, -3.958, 4.910], [-5.288, 2.404, -4.088], [2.489, -0.303, -4.124], [2.781, -1.849, -2.820], [2.756, -1.297, 2.714], [-4.843, -8.989, -4.576], [4.093, -2.581, 3.519], [1.833, 2.495, 5.797], [-2.828, -1.879, -2.663], [-1.363, -4.142, 5.032], [-2.694, 3.808, -6.406], [-3.834, 9.619, 0.228], [-3.274, 8.922, -1.952], [-1.901, 7.399, -1.521], [-3.178, -1.630, 8.532], [6.793, -3.944, -1.614], [-1.315, 7.566, -2.332], [-0.435, -3.223, 7.592], [-3.228, -9.443, -5.184], [-5.979, -1.367, -4.221], [3.392, 1.828, -0.587], [-0.183, 7.569, -0.311], [0.125, -3.184, 5.311], [-4.347, 2.573, -5.878], [2.069, 5.145, 6.239], [-0.730, -2.826, -3.482], [2.106, -1.302, -3.918], [6.932, -7.205, 0.905], [3.384, -3.059, -0.731], [2.000, 6.214, 5.990], [-1.083, -3.063, -0.977], [2.726, -0.608, 0.021], [-6.074, -0.131, -2.923], [-5.142, 3.163, -6.348], [5.232, 0.676, 0.861], [-2.076, -2.723, 3.276], [2.508, -3.791, -3.537], [4.985, 1.125, -1.634], [-1.147, -3.711, -5.582], [-3.256, -5.015, -6.714], [-3.247, 3.611, -5.488], [-1.601, 9.277, 3.066], [1.534, 4.674, 8.986], [-2.503, 8.718, -1.207], [-3.527, 7.875, 0.435], [-3.187, 9.990, 2.575], [-4.340, -2.711, -3.245]]
}